No. 1
The following is a DFT calculation (ωB97M-V/def2-TZVPD) of a structure of composition C29H48BrNOP2Pd at a distorted geometry.

```
! wB97M-V def2-TZVPD RIJCOSX def2/J DEFGRID3
* xyz 4 5
N 2.764 -5.902 1.004
C 1.498 -5.636 1.351
C 0.607 -5.018 0.459
C 1.073 -4.640 -0.829
C 2.383 -5.018 -1.196
C 3.197 -5.653 -0.237
C 0.232 -3.870 -1.725
Pd 0.083 1.638 -1.645
P -1.227 3.462 -0.772
C 0.731 -3.196 -2.801
C 0.192 -1.944 -3.260
C 1.083 -0.996 -3.826
C 0.741 0.336 -3.865
C -0.536 0.704 -3.318
C -1.546 -0.276 -3.018
C -1.148 -1.590 -2.986
Br -1.184 2.518 -3.885
H -0.803 -3.748 -1.388
H 1.636 -3.543 -3.296
H -0.398 -4.767 0.778
H 2.798 -4.791 -2.176
H 1.190 -5.866 2.371
H 4.240 -5.908 -0.470
H 2.033 -1.336 -4.212
H -1.851 -2.383 -2.732
H 1.357 1.125 -4.285
H -2.538 0.060 -2.736
P 1.670 1.061 0.022
C -2.921 2.776 -0.913
C -3.988 3.666 -1.550
H -3.230 2.481 0.104
H -2.839 1.826 -1.474
H -4.938 3.113 -1.589
H -4.192 4.579 -0.975
H -3.730 3.927 -2.583
C -0.709 4.918 -1.781
C -1.341 6.283 -1.573
H -0.837 4.617 -2.832
H 0.380 4.984 -1.627
H -1.079 6.911 -2.431
H -2.438 6.255 -1.535
H -0.950 6.799 -0.689
C -1.129 4.008 0.966
C -2.191 4.996 1.412
H -0.115 4.414 1.092
H -1.191 3.081 1.553
H -1.976 5.297 2.438
H -2.214 5.907 0.813
H -3.189 4.549 1.422
C 1.759 1.196 1.865
C 1.458 2.550 2.495
H 2.777 0.886 2.162
H 1.070 0.438 2.263
H 1.987 2.639 3.454
H 1.767 3.389 1.865
H 0.391 2.654 2.715
C 3.040 2.208 -0.417
C 3.532 2.045 -1.850
H 3.850 2.071 0.316
H 2.620 3.214 -0.267
H 4.099 2.933 -2.145
H 4.186 1.172 -1.956
H 2.697 1.934 -2.559
C 2.402 -0.611 -0.246
C 2.422 -1.605 0.920
H 3.428 -0.447 -0.621
H 1.822 -1.050 -1.072
H 2.989 -2.496 0.621
H 2.889 -1.197 1.821
H 1.406 -1.935 1.176
C -3.424 -1.341 1.982
C -2.598 -0.890 3.201
C -1.377 -0.182 2.609
O -1.373 -0.307 1.176
C -2.487 -1.137 0.783
H -3.745 -2.379 2.070
H -4.314 -0.709 1.876
H -2.261 -1.754 3.781
H -3.154 -0.223 3.861
H -1.367 0.891 2.867
H -0.440 -0.619 3.002
H -2.095 -2.110 0.429
H -2.996 -0.660 -0.070
*
```

As for the gap between HOMO and LUMO (alpha / beta): 3.334 / 3.771 eV. Its expectation value of S² is 6.064. The relative energy (zero: lowest compared OMol25 entry of this formula, charge and spin) comes out at 0.0 kcal/mol. The electronic energy is -4646.63846 a.u.

***

No. 2
The following is a DFT calculation (ωB97M-V/def2-TZVPD) of a structure of composition C42H33Br3N4O4Re at a distorted geometry.

```
! wB97M-V def2-TZVPD RIJCOSX def2/J DEFGRID3
* xyz 0 2
Re 0.461 -1.071 1.101
C 3.261 -2.124 3.640
O 2.899 -1.465 2.421
C 3.832 -0.642 1.870
C 5.139 -0.539 2.245
C 5.998 0.381 1.589
Br 7.791 0.497 2.171
C 5.549 1.179 0.586
C 4.192 1.086 0.190
C 3.305 0.194 0.825
O 2.081 0.109 0.484
C 3.648 1.926 -0.841
N 2.357 1.999 -1.173
C 2.182 2.919 -2.200
C 1.042 3.336 -2.871
C 1.225 4.278 -3.865
C 2.497 4.780 -4.176
C 3.631 4.362 -3.503
C 3.441 3.419 -2.503
N 4.332 2.775 -1.639
H 3.595 -1.383 4.368
H 4.054 -2.850 3.450
H 2.355 -2.607 3.991
H 5.535 -1.149 3.044
H 6.225 1.892 0.133
H 1.685 1.390 -0.697
H 0.063 2.949 -2.621
H 0.367 4.639 -4.416
H 2.594 5.515 -4.964
H 4.610 4.754 -3.743
H 5.327 2.904 -1.606
C 3.029 -2.586 -0.895
C 1.762 -3.381 -0.868
C 1.646 -4.544 -1.662
C 0.477 -5.239 -1.698
C -0.613 -4.821 -0.902
C -1.865 -5.480 -0.836
Br -2.213 -6.993 -1.921
C -2.835 -5.032 0.012
C -2.604 -3.929 0.847
Br -3.991 -3.374 2.000
C -1.402 -3.239 0.845
O -1.130 -2.253 1.631
C -0.414 -3.682 -0.101
N 0.755 -2.953 -0.132
H 3.799 -3.109 -1.458
H 3.393 -2.413 0.116
H 2.857 -1.614 -1.359
H 2.496 -4.862 -2.249
H 0.374 -6.120 -2.317
H -3.794 -5.529 0.052
N -1.861 -2.013 4.868
C -0.763 -1.512 4.239
O 0.292 -2.132 4.223
C -0.911 -0.125 3.653
C 0.271 0.228 2.760
H -1.835 -2.993 5.098
H -2.759 -1.618 4.650
H -1.011 0.547 4.518
H -1.853 -0.065 3.100
H 1.179 0.147 3.374
H 0.196 1.272 2.443
C -0.805 -0.029 0.178
C -1.823 0.639 -0.169
C -2.892 1.319 -0.583
C -4.207 0.626 -0.464
C -4.358 -0.668 -0.959
C -5.558 -1.345 -0.820
C -6.630 -0.741 -0.177
C -6.488 0.544 0.331
C -5.286 1.223 0.187
C -2.773 2.680 -1.141
C -3.832 3.294 -1.807
C -3.692 4.566 -2.348
C -2.491 5.249 -2.236
C -1.424 4.645 -1.578
C -1.564 3.379 -1.038
H -3.513 -1.144 -1.443
H -5.654 -2.351 -1.208
H -7.567 -1.271 -0.066
H -7.313 1.017 0.849
H -5.172 2.220 0.596
H -4.770 2.766 -1.917
H -4.529 5.022 -2.862
H -2.384 6.242 -2.655
H -0.481 5.168 -1.478
H -0.737 2.915 -0.512
*
```

As for the gap between HOMO and LUMO (alpha / beta): 5.573 / 5.009 eV. Its expectation value of S² is 1.016. The electronic energy is -9940.58644 a.u.